No. 1
{
  "formula": "C5H10N3O3",
  "method": "the ωB97M-V functional and the def2-TZVPD basis",
  "e_lumo_ev": 3.71,
  "charge": -1,
  "elements": ["C", "C", "C", "C", "C", "N", "N", "N", "O", "O", "O", "H", "H", "H", "H", "H", "H", "H", "H", "H", "H"],
  "coordinates": [[0.18405, -1.77993, -0.69522], [-0.57684, -1.61916, 0.63225], [0.18441, -0.56425, -1.58138], [0.15811, -0.60650, 1.49076], [-0.23295, 1.50348, 0.40437], [-0.38050, 0.77185, 1.43888], [-0.60154, 2.71758, 0.13469], [0.56818, 0.83362, -0.75536], [-1.11264, 1.30556, 2.37000], [1.77675, 0.64029, -0.37280], [0.38143, 1.79762, -1.81854], [1.16222, -2.05772, -0.49224], [-0.24742, -2.64685, -1.25433], [-1.60491, -1.41412, 0.44545], [-0.57169, -2.53274, 1.19808], [0.91254, -0.54036, -2.25594], [-0.74074, -0.65317, -2.05737], [0.35723, -0.87112, 2.47843], [1.10643, -0.32860, 1.10893], [-0.67104, 3.40425, 0.77475], [-0.05107, 2.64028, -1.19340]]
}

---

No. 2
{
  "formula": "C71H78BrF8N6O4P2S5",
  "method": "the ωB97M-V functional and the def2-TZVPD basis",
  "e_lumo_ev": -3.51,
  "charge": 1,
  "elements": ["C", "C", "O", "C", "N", "C", "C", "C", "S", "C", "P", "S", "P", "N", "O", "C", "C", "C", "S", "C", "N", "N", "C", "O", "C", "C", "C", "O", "C", "Br", "C", "C", "C", "S", "C", "S", "N", "C", "C", "N", "C", "H", "H", "H", "H", "H", "H", "H", "H", "H", "H", "H", "H", "H", "H", "H", "H", "H", "H", "H", "H", "H", "H", "H", "H", "H", "H", "H", "H", "H", "H", "H", "H", "H", "H", "H", "H", "H", "H", "F", "C", "C", "C", "C", "C", "C", "H", "H", "H", "H", "H", "F", "C", "C", "C", "C", "C", "C", "H", "H", "H", "H", "H", "F", "C", "C", "C", "C", "C", "C", "H", "H", "H", "H", "H", "F", "C", "C", "C", "C", "C", "C", "H", "H", "H", "H", "H", "F", "C", "C", "C", "C", "C", "C", "H", "H", "H", "H", "H", "F", "C", "C", "C", "C", "C", "C", "H", "H", "H", "H", "H", "F", "C", "C", "C", "C", "C", "C", "H", "H", "H", "H", "H", "F", "C", "C", "C", "C", "C", "C", "H", "H", "H", "H", "H"],
  "coordinates": [[-6.03758, 2.64321, 1.25607], [-4.87847, 3.55874, 0.99170], [-3.69075, 2.88384, 0.48198], [-3.71920, 2.08036, -0.54244], [-4.15873, 2.37291, -1.72949], [-4.66580, 3.68635, -2.14108], [-3.69138, 4.84117, -1.83399], [-3.23607, 5.58456, -3.10469], [-3.73704, 7.32089, -3.17630], [-4.03814, 1.21365, -2.63837], [-3.85439, 1.63335, -4.46273], [-5.32262, 2.50225, -5.36864], [-5.78752, 0.30978, -2.51547], [-6.84422, 1.64387, -2.64268], [-5.93735, -0.38683, -3.96958], [-2.81664, 0.42822, -1.97797], [-2.81662, -1.08493, -2.25694], [-2.02397, -1.56706, -3.47971], [-2.31163, -3.32959, -3.76876], [-3.95433, -3.40135, -4.26788], [-4.98408, -3.59424, -3.50526], [-6.09193, -3.57223, -4.33444], [-5.64156, -3.36134, -5.52073], [-4.31525, -3.24115, -5.57553], [-1.56139, 1.15648, -2.53344], [-0.16679, 1.16488, -1.88762], [0.47644, -0.17469, -1.58383], [0.70674, 1.77318, -2.85601], [-3.12589, 0.71819, -0.44323], [-4.41902, -0.50845, 0.37416], [-1.92661, 0.72370, 0.51769], [-2.18937, 0.65494, 2.02137], [-0.96554, 1.26270, 2.73259], [-0.82019, 0.72948, 4.44060], [-0.60671, -0.97909, 4.35542], [-1.05561, -1.92690, 5.57629], [0.00270, -1.47481, 3.17471], [1.31221, -1.34004, 2.78374], [1.40980, -1.99938, 1.60099], [0.19808, -2.53775, 1.24297], [-0.62033, -2.21342, 2.20660], [-6.30878, 2.01485, 0.41009], [-6.89710, 3.26600, 1.48768], [-5.87345, 1.99225, 2.10739], [-5.17080, 4.37192, 0.33759], [-4.55049, 4.02259, 1.91269], [-4.85411, 3.66247, -3.20568], [-5.62763, 3.87048, -1.67436], [-4.16399, 5.53670, -1.15173], [-2.80173, 4.46651, -1.33618], [-2.15198, 5.61473, -3.12579], [-3.55710, 5.05987, -3.99964], [-4.95305, 7.17137, -2.64869], [-2.65472, 2.33970, -4.61905], [-3.58338, 0.36502, -4.96989], [-6.84794, 2.14921, -1.76539], [-7.77829, 1.26699, -2.77386], [-6.10628, -1.32497, -3.78198], [-3.83744, -1.42564, -2.38411], [-2.36944, -1.60091, -1.41255], [-2.25998, -1.04467, -4.39893], [-0.95038, -1.54462, -3.34519], [-6.23114, -3.26685, -6.41283], [-1.80621, 2.21178, -2.65687], [-1.36958, 0.79501, -3.54036], [-0.14216, 1.82339, -1.03960], [-0.21067, -0.96796, -1.31809], [1.21019, -0.04807, -0.79324], [1.03208, -0.48208, -2.46441], [0.57624, 2.72540, -2.83329], [-1.37344, 1.63531, 0.34656], [-1.33907, -0.15179, 0.27089], [-3.06394, 1.20987, 2.34295], [-2.23525, -0.37061, 2.34936], [-0.08920, 0.87466, 2.21238], [-0.90628, 2.34164, 2.64958], [2.05973, -0.82072, 3.34728], [2.28368, -2.13357, 0.99272], [-1.65441, -2.50215, 2.23907], [-6.90098, -8.47298, 0.25798], [-5.85391, -8.07135, -0.48988], [-5.92921, -6.85922, -1.14527], [-4.84713, -6.44791, -1.91058], [-3.72025, -7.25268, -2.01280], [-3.67007, -8.46874, -1.34589], [-4.74281, -8.88662, -0.57186], [-6.82109, -6.25365, -1.05465], [-4.88190, -5.49443, -2.42449], [-2.87682, -6.93080, -2.61030], [-2.79082, -9.09286, -1.42859], [-4.72601, -9.82653, -0.03652], [2.78827, 1.22852, 2.07527], [4.07003, 1.64847, 2.23504], [4.93154, 0.86559, 2.97420], [6.23888, 1.29772, 3.14399], [6.65776, 2.49566, 2.58324], [5.76804, 3.26338, 1.84458], [4.45957, 2.84038, 1.66127], [4.58385, -0.06174, 3.41029], [6.93040, 0.69574, 3.71714], [7.67653, 2.82984, 2.72161], [6.09115, 4.19865, 1.40842], [3.75280, 3.42254, 1.08518], [1.04774, -2.05721, -3.97834], [1.44500, -3.10448, -4.75634], [2.09744, -4.16507, -4.16910], [2.47898, -5.22922, -4.97339], [2.21211, -5.20991, -6.33517], [1.55651, -4.12388, -6.89827], [1.16192, -3.05730, -6.10400], [2.30078, -4.15552, -3.10666], [2.98688, -6.07540, -4.53209], [2.51507, -6.04079, -6.95672], [1.35020, -4.10460, -7.95943], [0.64301, -2.20347, -6.51929], [1.00167, 2.70094, 0.80839], [1.70909, 3.60921, 1.54167], [2.05882, 3.27777, 2.83128], [2.79562, 4.19210, 3.56775], [3.15321, 5.41280, 3.00991], [2.77959, 5.72041, 1.70867], [2.05124, 4.80915, 0.95669], [1.76776, 2.31897, 3.23770], [3.08986, 3.94599, 4.57428], [3.72619, 6.12398, 3.58940], [3.05744, 6.67019, 1.27305], [1.76241, 5.02040, -0.06467], [2.58216, 2.06044, 5.66193], [2.42339, 2.03161, 7.00937], [1.99592, 0.86463, 7.59845], [1.84457, 0.83231, 8.97682], [2.11667, 1.96540, 9.73375], [2.54655, 3.13145, 9.11216], [2.70443, 3.16741, 7.73405], [1.79238, -0.00186, 6.98223], [1.51631, -0.07810, 9.45874], [1.99747, 1.93817, 10.80785], [2.76131, 4.01396, 9.69860], [3.04574, 4.06003, 7.22592], [2.30296, -12.07543, -0.90360], [1.44961, -11.15182, -0.42112], [0.09849, -11.43310, -0.41167], [-0.77257, -10.47734, 0.08992], [-0.29088, -9.26413, 0.56201], [1.07255, -9.00684, 0.53783], [1.95689, -9.95638, 0.04664], [-0.25585, -12.38188, -0.79068], [-1.83461, -10.68221, 0.11351], [-0.97712, -8.52226, 0.94803], [1.45156, -8.06218, 0.90379], [3.02380, -9.78104, 0.02494], [3.65021, 4.00083, -3.39328], [3.76947, 3.63307, -4.69209], [3.22471, 2.43065, -5.09092], [3.34039, 2.06105, -6.42331], [4.00061, 2.88536, -7.32405], [4.54294, 4.08825, -6.89263], [4.42616, 4.47485, -5.56526], [2.72012, 1.80293, -4.36793], [2.91405, 1.12441, -6.75661], [4.09290, 2.59116, -8.36039], [5.06082, 4.73066, -7.59136], [4.83535, 5.41044, -5.20906], [7.81311, 3.44976, 9.43826], [7.50619, 4.03289, 8.26439], [6.43508, 3.55083, 7.54082], [6.12086, 4.15560, 6.33303], [6.87710, 5.22078, 5.86448], [7.95169, 5.68559, 6.61086], [8.27245, 5.09358, 7.82379], [5.86198, 2.71421, 7.91878], [5.28167, 3.79014, 5.75440], [6.63094, 5.68701, 4.91972], [8.54596, 6.51305, 6.24808], [9.10133, 5.44353, 8.42357]]
}

---

No. 3
{
  "formula": "C3H13N2O2S",
  "method": "the ωB97M-V functional and the def2-TZVPD basis",
  "e_lumo_ev": 3.49,
  "charge": -1,
  "elements": ["N", "C", "C", "S", "C", "N", "H", "H", "H", "H", "H", "H", "H", "H", "H", "H", "H", "O", "H", "H", "O"],
  "coordinates": [[0.78922, 1.92459, -0.24113], [0.75530, 0.67285, 0.48284], [-0.59437, -0.03449, 0.33861], [-1.27737, -0.08948, -1.38530], [0.94388, 0.97442, 1.97818], [2.28864, 1.51065, 2.30817], [0.52629, 1.74878, -1.20209], [0.17308, 2.62160, 0.15804], [1.61548, 0.03353, 0.25672], [-0.61384, -1.06543, 0.69864], [-1.36847, 0.44315, 0.93578], [0.20458, 1.68160, 2.34624], [0.93326, 0.01719, 2.46750], [2.35033, 2.51515, 2.41206], [2.92678, 1.26007, 1.56457], [2.50108, -0.55570, -2.76226], [1.51499, -1.40357, -2.02096], [2.34441, -1.48301, -2.52561], [-4.78045, -4.13337, -2.01552], [-5.55626, -2.85890, -1.76533], [-5.67659, -3.77964, -2.02915]]
}

---

No. 4
{
  "formula": "C4H12O3S",
  "method": "the ωB97M-V functional and the def2-TZVPD basis",
  "e_lumo_ev": 0.49,
  "elements": ["O", "C", "C", "C", "C", "S", "H", "H", "H", "H", "H", "H", "H", "H", "H", "H", "O", "H", "H", "O"],
  "coordinates": [[-0.72982, 1.97030, -2.39443], [-0.68407, 2.13843, -1.17445], [-1.15088, 1.13560, -0.21290], [0.06336, 0.19557, -0.00361], [-0.37881, -1.25908, 0.03717], [-1.30826, -1.96049, -1.35592], [-0.19851, 3.04165, -0.72067], [-2.08411, 0.74960, -0.46144], [-1.42390, 1.57766, 0.69303], [0.84598, 0.38935, -0.73576], [0.57169, 0.33006, 0.90218], [-1.07647, -1.31356, 0.88744], [0.43783, -2.00536, 0.40480], [-0.47491, -1.66490, -2.38389], [-0.65459, 0.66233, 5.88732], [0.21943, -0.05481, 6.88138], [-0.38392, -0.12411, 6.21748], [2.97823, -0.89725, -3.50288], [2.35710, -1.32450, -4.80608], [3.07463, -1.58650, -4.15877]]
}

---

The calculation returns the following orbital gap values, one per record and in order: 6.4; 6.9; 6.4; 9.6 eV.